1.
Density functional theory data (the ωB97M-V functional and the def2-TZVPD basis) for C43H40N2O3P3SV as an isolated structure at a distorted geometry.

## Properties
E_tot ... -118748.0968 eV
Multiplicity ... 2
Total charge ... +1
HOMO (spin up / spin down) ... -0.3654 / -0.3431 Ha
Kohn-Sham gap (spin up / spin down) ... 7.2 / 6.6 eV

CARTESIAN COORDINATES (ANGSTROEM)
1 V -0.076 -0.360 0.184
2 O 0.025 -1.336 1.974
3 S -0.019 -0.097 2.812
4 O -1.021 -0.100 3.831
5 O -0.067 1.062 1.862
6 C 1.590 0.008 3.481
7 C 1.801 -0.068 4.846
8 C 3.106 -0.022 5.317
9 C 4.159 0.083 4.421
10 C 3.928 0.151 3.050
11 C 2.634 0.125 2.548
12 P 2.278 0.265 0.725
13 C 2.667 2.027 0.399
14 C 3.967 2.528 0.474
15 C 4.220 3.872 0.245
16 C 3.174 4.738 -0.053
17 C 1.877 4.255 -0.117
18 C 1.627 2.906 0.108
19 C 3.690 -0.653 0.017
20 C 3.989 -1.918 0.533
21 C 4.951 -2.715 -0.069
22 C 5.622 -2.264 -1.201
23 C 5.325 -1.014 -1.726
24 C 4.361 -0.215 -1.122
25 H 0.954 -0.162 5.514
26 H 3.300 -0.077 6.381
27 H 5.178 0.110 4.789
28 H 4.772 0.210 2.375
29 H 4.794 1.868 0.701
30 H 5.236 4.244 0.300
31 H 3.373 5.789 -0.224
32 H 1.052 4.927 -0.331
33 H 0.607 2.547 0.092
34 H 3.460 -2.285 1.405
35 H 5.174 -3.693 0.342
36 H 6.376 -2.885 -1.670
37 H 5.849 -0.655 -2.604
38 H 4.149 0.763 -1.534
39 N -3.230 0.075 -1.247
40 P -2.373 0.137 0.287
41 C -3.527 -0.852 1.275
42 C -3.089 -2.052 1.831
43 C -3.961 -2.821 2.589
44 C -5.265 -2.397 2.795
45 C -5.709 -1.200 2.241
46 C -4.841 -0.426 1.489
47 C -2.812 1.846 0.779
48 C -2.802 2.190 2.129
49 C -3.027 3.501 2.518
50 C -3.261 4.487 1.567
51 C -3.293 4.150 0.222
52 C -3.070 2.833 -0.170
53 C -2.871 -0.344 -2.486
54 C -3.903 -0.792 -3.345
55 C -3.627 -1.255 -4.588
56 C -2.295 -1.309 -5.015
57 C -1.340 -0.837 -4.177
58 N -1.601 -0.309 -2.948
59 H -4.233 0.032 -1.129
60 H -2.067 -2.376 1.688
61 H -3.616 -3.749 3.028
62 H -5.938 -2.993 3.399
63 H -6.724 -0.866 2.408
64 H -5.184 0.521 1.086
65 H -2.604 1.435 2.882
66 H -3.018 3.754 3.571
67 H -3.423 5.513 1.876
68 H -3.502 4.907 -0.525
69 H -3.144 2.574 -1.217
70 H -4.918 -0.774 -2.968
71 H -4.431 -1.587 -5.234
72 H -2.011 -1.719 -5.973
73 H -0.306 -0.865 -4.464
74 C 1.203 0.017 -3.083
75 P -0.180 0.434 -1.952
76 C -0.373 2.159 -2.548
77 C -0.114 -2.108 -0.905
78 C 1.078 -2.777 -1.256
79 C 1.093 -4.069 -1.776
80 C -0.096 -4.759 -1.974
81 C -1.294 -4.146 -1.638
82 C -1.293 -2.856 -1.116
83 H 1.349 -1.055 -3.193
84 H 2.071 0.414 -2.555
85 H 1.146 0.508 -4.055
86 H -0.813 2.182 -3.544
87 H 0.630 2.587 -2.597
88 H -0.963 2.767 -1.868
89 H 2.034 -2.281 -1.140
90 H 2.040 -4.535 -2.026
91 H -0.089 -5.763 -2.382
92 H -2.232 -4.672 -1.779
93 H -2.261 -2.438 -0.856

---

2.
Density functional theory data (the ωB97M-V functional and the def2-TZVPD basis) for C43H40N3O8ReS as an isolated structure.

## Properties
E_tot ... -79059.1369 eV
Multiplicity ... 4
ΔE to the lowest compared entry with this formula, charge and spin ... 0.00 kcal per mole
Total charge ... -1
HOMO (spin up / spin down) ... -0.1179 / -0.1726 Ha
Kohn-Sham gap (spin up / spin down) ... 5.6 / 6.9 eV

CARTESIAN COORDINATES (ANGSTROEM)
1 Re -0.219 0.594 0.351
2 C -5.059 5.492 0.994
3 C -4.681 4.122 0.499
4 C -5.036 2.981 1.206
5 C -4.683 1.716 0.749
6 C -3.969 1.592 -0.428
7 C -3.608 2.721 -1.153
8 C -3.963 3.974 -0.689
9 S -3.455 -0.019 -0.988
10 O -4.109 -0.233 -2.257
11 O -3.754 -0.914 0.094
12 N -1.868 0.119 -1.152
13 C -1.211 0.311 -2.357
14 C -1.637 0.017 -3.662
15 C -0.747 0.233 -4.694
16 C 0.536 0.715 -4.445
17 C 0.871 0.980 -3.133
18 N 0.016 0.803 -2.131
19 H -5.344 5.466 2.047
20 H -5.905 5.893 0.431
21 H -4.231 6.195 0.883
22 H -5.581 3.077 2.140
23 H -4.925 0.826 1.317
24 H -3.026 2.617 -2.062
25 H -3.663 4.856 -1.245
26 H -2.621 -0.383 -3.834
27 H -1.053 0.005 -5.708
28 H 1.252 0.869 -5.240
29 H 1.850 1.351 -2.857
30 C -4.030 -2.833 4.931
31 O -4.227 -1.460 5.226
32 C -3.584 -0.576 4.437
33 C -3.824 0.784 4.740
34 C -3.225 1.742 3.981
35 C -2.375 1.434 2.889
36 C -1.875 2.477 2.043
37 C -1.976 3.932 2.387
38 O -1.305 2.265 0.953
39 C -2.118 0.053 2.620
40 O -1.317 -0.390 1.704
41 C -2.751 -0.934 3.412
42 H -4.630 -3.383 5.650
43 H -2.980 -3.112 5.041
44 H -4.360 -3.069 3.917
45 H -4.483 1.031 5.562
46 H -3.428 2.776 4.217
47 H -2.735 4.185 3.121
48 H -2.143 4.487 1.466
49 H -0.994 4.223 2.776
50 H -2.548 -1.961 3.144
51 O 1.796 -0.935 2.363
52 C 2.124 -2.050 1.563
53 C 1.223 -2.199 0.290
54 O 1.206 -3.282 -0.265
55 O 0.638 -1.144 -0.202
56 C 1.893 -3.271 2.445
57 C 0.875 -3.230 3.394
58 C 0.614 -4.337 4.188
59 C 1.363 -5.498 4.042
60 C 2.373 -5.543 3.093
61 C 2.634 -4.435 2.297
62 C 3.586 -1.933 1.119
63 C 4.024 -2.212 -0.170
64 C 5.366 -2.056 -0.504
65 C 6.280 -1.623 0.443
66 C 5.848 -1.345 1.734
67 C 4.512 -1.499 2.067
68 H 1.882 -0.121 1.825
69 H 0.292 -2.324 3.502
70 H -0.179 -4.293 4.926
71 H 1.158 -6.362 4.664
72 H 2.959 -6.445 2.966
73 H 3.418 -4.478 1.550
74 H 3.319 -2.560 -0.914
75 H 5.691 -2.271 -1.515
76 H 7.323 -1.496 0.177
77 H 6.551 -0.999 2.483
78 H 4.166 -1.267 3.067
79 C 2.894 3.197 -0.907
80 C 2.855 3.376 0.580
81 C 3.620 4.343 1.206
82 C 3.586 4.514 2.588
83 C 2.769 3.681 3.337
84 C 1.988 2.688 2.757
85 C 1.173 1.786 3.646
86 C 2.011 2.520 1.347
87 N 1.271 1.586 0.704
88 H 3.509 3.968 -1.377
89 H 1.888 3.234 -1.332
90 H 3.304 2.215 -1.166
91 H 4.252 4.983 0.596
92 H 4.186 5.278 3.067
93 H 2.734 3.794 4.417
94 H 0.698 2.356 4.450
95 H 1.797 1.016 4.109
96 H 0.400 1.252 3.099

---

> Which of these has the lowest E_tot?

C43H40N2O3P3SV